No. 1
ORCA calculation (ωB97M-V/def2-TZVPD) on 2 unconnected molecules or ions with the total composition C14H17N3 in a non-equilibrium geometry.

Geometry as XYZ:
```
34
Properties=species:S:1:pos:R:3:forces:R:3:nbo_charge:R:1
C -4.5267 -0.6285 1.5019 1.0 -1.1 -3.1 -0.2440
C -4.0675 0.6807 1.2345 -2.7 3.2 2.4 -0.2299
C -3.0154 1.0508 0.3382 -8.6 -10.7 7.2 0.1696
N -2.5553 2.1139 -0.0315 3.9 6.2 -3.4 -0.5468
C -1.5748 1.7225 -1.0475 -0.3 11.5 1.9 -0.0429
C -1.5458 0.4715 -1.0737 1.5 -5.8 -2.8 -0.1121
C -2.5805 -0.1995 -0.1551 8.0 13.7 -4.9 -0.0331
C -2.8983 -1.3770 -0.2444 -12.1 1.1 8.9 -0.2038
C -3.9670 -1.6337 0.6494 -0.3 -2.5 1.8 -0.2218
H -4.1883 -2.7248 0.9040 -0.1 1.6 -0.6 0.1979
H -2.4315 -2.0015 -0.6207 7.6 -10.6 -6.8 0.1852
C -0.5910 -0.0347 -2.0899 1.8 -7.3 1.2 -0.4010
H -0.9412 -1.1325 -2.6413 0.5 3.6 0.8 0.2125
H -0.0556 0.6620 -2.6756 -0.3 0.9 -1.2 0.2260
C 0.6522 -0.7157 -1.2722 -3.6 1.9 6.4 -0.1762
N 1.3062 0.3523 -0.3910 0.6 -0.6 -1.0 -0.6580
C 2.6013 0.0864 0.1688 -6.0 9.4 0.8 0.3466
N 2.9699 1.0687 1.0130 0.0 -1.7 -2.1 -0.4490
C 4.4297 0.8625 1.3205 -8.9 -5.6 4.4 -0.2710
H 4.9872 1.6215 1.2838 4.6 5.8 -1.3 0.1891
H 4.2526 0.6238 2.3807 0.9 0.9 0.5 0.1945
C 4.6096 -0.4609 0.8121 4.2 -1.0 -6.7 -0.4031
H 4.9833 -1.2202 1.4273 -0.7 -1.3 1.2 0.2223
H 5.5244 -0.3355 0.1839 0.1 -0.5 -0.1 0.1965
C 3.4823 -0.7554 -0.4019 0.6 -5.7 13.8 -0.3390
H 3.7762 -0.9913 -1.2368 2.6 -1.6 -9.0 0.1921
H 3.0328 -2.0396 0.1771 1.1 3.2 -2.1 0.1555
H 0.8291 1.2858 -0.1837 1.1 -2.3 -0.2 0.4220
H 0.1713 -1.4329 -0.2865 0.9 1.3 -3.4 0.1561
H 1.3867 -1.2912 -1.7162 1.2 -0.9 -1.5 0.1910
H -1.0207 2.8187 -1.3658 -1.1 -4.1 0.1 0.2338
H -2.9230 3.0296 0.1951 0.3 -0.4 -0.2 0.4206
H -4.7038 1.5270 1.7762 1.5 -1.6 -1.0 0.1863
H -5.4086 -1.0029 2.0669 0.9 1.2 0.0 0.2342
```
Forces are in eV/Å.

## Properties
- HOMO: -7.65 eV

***

No. 2
ORCA calculation (ωB97M-V/def2-TZVPD) on C14H17N3O4 in the gas phase in a non-equilibrium geometry.

Geometry as XYZ:
```
38
Properties=species:S:1:pos:R:3:forces:R:3:nbo_charge:R:1
C 1.3691 2.4290 0.0384 -0.1 -1.8 1.0 -0.1184
C 1.6549 0.9453 0.4072 -1.0 0.6 -0.5 0.6988
C -0.0343 2.6090 -0.4824 -0.7 0.2 -0.6 -0.4377
C -1.0845 1.7871 0.2182 -0.2 -1.4 -0.7 -0.1446
C -1.3460 1.7259 1.5428 0.3 0.7 1.0 -0.0026
C -1.8224 0.6417 -0.3345 -0.1 -0.8 -1.2 -0.0217
C -2.4959 -0.0080 0.7347 -0.2 -0.1 -0.7 0.1040
C -1.9213 0.0078 -1.6319 -1.1 0.1 1.6 -0.2639
C -3.2414 -1.1971 0.5935 -0.2 0.0 -0.1 -0.2077
C -2.7427 -1.1240 -1.7628 0.7 0.4 0.3 -0.2258
C -3.3829 -1.7570 -0.6782 0.6 0.0 0.9 -0.2169
C 1.3550 -1.3959 -0.3393 -0.5 -0.9 0.1 -0.2012
C 0.5897 -2.0400 0.8403 0.2 0.6 -0.3 0.7892
C 2.8114 -1.8318 -0.2227 0.0 -0.8 -0.8 -0.0621
H 3.2036 2.9895 -0.4511 0.0 0.1 -0.3 0.3674
H 2.3878 2.1613 -1.6191 0.2 1.0 0.3 0.3526
H 1.5336 2.9285 0.9786 -0.2 0.4 0.4 0.2095
H -0.2251 3.6753 -0.3523 -0.2 0.0 -0.4 0.2455
H -0.0116 2.3927 -1.5892 -0.2 0.3 1.0 0.2122
H -0.8927 2.3134 2.3461 -0.4 -0.1 -0.3 0.2150
H -2.3837 0.4102 2.8199 0.1 0.3 -1.0 0.4198
H -1.4434 0.4226 -2.5038 0.1 0.1 -0.2 0.2107
H -3.6991 -1.6749 1.4729 0.3 0.3 -0.4 0.2193
H -2.8419 -1.5805 -2.7236 0.0 -0.1 -0.5 0.2127
H -3.8469 -2.7661 -0.7826 0.2 1.2 -0.1 0.2266
H 0.4693 0.3164 -1.1471 0.9 -0.2 0.7 0.4323
H 0.9070 -1.8648 -1.2252 0.3 0.1 0.1 0.2481
H 3.2047 -1.5336 0.7345 0.2 -0.2 0.6 0.1864
H 3.3938 -1.2746 -0.9715 -0.1 -0.4 0.0 0.1867
H 2.3843 -3.7771 0.0834 0.0 0.5 0.0 0.4880
H 1.0886 -0.5693 1.8901 0.0 0.4 0.2 0.5055
N 2.2996 2.9220 -0.9152 1.2 -0.6 -1.1 -0.7973
N -2.2447 0.7357 1.8539 0.2 -0.3 1.4 -0.5214
N 1.2195 0.0279 -0.4945 -0.5 0.7 -0.5 -0.6388
O 2.2005 0.6451 1.4619 0.4 -0.1 0.1 -0.6676
O 0.2361 -3.1820 0.7943 -0.2 -0.4 -0.1 -0.5863
O 2.9452 -3.2379 -0.4943 0.3 0.8 0.0 -0.7220
O 0.4066 -1.2716 1.9106 -0.1 -0.3 0.3 -0.6942
```
Forces are in eV/Å.

## Properties
- HOMO: -8.38 eV
- SMILES string: N[C@@H](Cc1c[nH]c2ccccc12)C(=O)N[C@@H](CO)C(=O)O